Computed, not measured: a structure of composition C3H8BINO6S2, with wB97M-V/def2-TZVPD.

HOMO-LUMO gap = 8.56 eV
Total charge = -1
HOMO energy = -6.11 eV

Structure (XYZ):
```
22
C3H8BINO6S2 | OMol25 | wB97M-V/def2-TZVPD
C 1.627 -1.107 1.179
C 1.418 -0.609 -0.252
C 1.457 0.902 -0.480
I 1.141 1.275 -2.578
S 0.388 2.007 0.499
O 0.733 3.323 0.031
O 0.736 1.668 1.856
N -1.105 1.731 0.090
S -2.025 0.516 0.524
O -1.528 -0.245 1.665
O -3.399 0.981 0.596
B -2.072 -0.736 -0.881
O -2.048 -2.033 -0.481
O -2.160 -0.358 -2.185
H 1.352 -2.164 1.226
H 1.028 -0.566 1.903
H 2.682 -1.029 1.456
H 0.502 -1.022 -0.684
H 2.230 -1.011 -0.866
H 2.461 1.292 -0.312
H -1.899 -2.059 0.480
H -1.518 -0.757 -2.785
```